# 1
Computed, not measured: a cluster of 12 separate species, C19H45N7O33S5 in total in a non-equilibrium geometry, with wB97M-V/def2-TZVPD.

Its frontier orbital gap is 9.253 eV. Its LUMO energy is -0.35 eV. The value obtained for the total energy is -5607.1887 hartree. As for the HOMO energy: -9.604 eV.

Last column: Mulliken charge in e.
Cartesian coordinates (Å):
C  -2.49  -1.98  9.14  -0.642
N  -2.07  -1.87  10.62  0.773
O  -0.98  -2.40  10.95  -0.502
O  -2.68  -1.09  11.30  -0.478
H  -1.90  -1.45  8.40  0.276
H  -3.56  -1.79  9.02  0.293
H  -2.29  -3.02  8.88  0.280
C  -8.28  2.88  5.77  -0.612
N  -7.21  1.92  6.21  0.782
O  -6.78  1.98  7.34  -0.493
O  -6.66  1.24  5.34  -0.504
H  -7.84  3.88  5.85  0.266
H  -9.05  2.75  6.53  0.275
H  -8.69  2.64  4.79  0.284
C  4.61  -5.80  -0.86  -0.715
N  4.60  -6.42  -2.23  0.837
O  5.46  -7.27  -2.51  -0.506
O  3.71  -6.11  -3.03  -0.514
H  5.40  -5.06  -0.97  0.299
H  5.13  -6.59  -0.33  0.325
H  3.62  -5.48  -0.54  0.275
C  5.08  -2.18  5.86  -0.639
N  4.15  -3.16  5.29  0.847
O  4.60  -4.26  5.02  -0.521
O  2.99  -2.91  5.26  -0.526
H  6.06  -2.34  5.41  0.280
H  5.00  -2.28  6.95  0.274
H  4.63  -1.21  5.69  0.286
C  -8.24  -4.17  2.56  -0.692
N  -8.84  -2.93  2.03  0.815
O  -9.95  -2.55  2.49  -0.499
O  -8.21  -2.45  1.11  -0.486
H  -9.06  -4.80  2.89  0.294
H  -7.50  -3.90  3.32  0.268
H  -7.75  -4.74  1.77  0.300
C  -1.53  -0.37  1.48  -0.676
N  -0.28  -0.18  0.69  0.819
O  -0.21  -0.99  -0.22  -0.494
O  0.55  0.69  0.89  -0.510
H  -1.62  -1.38  1.87  0.281
H  -2.40  -0.30  0.83  0.283
H  -1.65  0.30  2.34  0.297
O  2.44  9.52  3.75  -0.495
S  3.70  8.87  3.62  1.101
O  4.95  9.60  3.56  -0.512
O  3.90  7.70  4.81  -0.360
C  4.32  6.40  4.21  -0.274
C  3.67  6.42  2.88  -0.269
O  3.69  7.75  2.40  -0.324
H  5.40  6.46  4.07  0.277
H  3.90  5.66  4.88  0.283
H  2.68  5.96  3.01  0.291
H  4.24  5.79  2.20  0.284
O  -0.32  -8.59  0.43  -0.481
S  -1.59  -8.04  0.09  1.095
O  -2.59  -7.72  1.11  -0.512
O  -1.29  -6.69  -0.83  -0.323
C  -2.06  -6.58  -2.00  -0.270
C  -2.41  -8.04  -2.49  -0.181
O  -2.27  -8.77  -1.26  -0.374
H  -2.92  -5.91  -2.03  0.281
H  -1.34  -6.12  -2.68  0.261
H  -1.56  -8.40  -3.07  0.227
H  -3.36  -8.25  -2.98  0.278
O  -7.08  7.76  -2.38  -0.510
S  -6.52  6.42  -2.44  1.091
O  -5.13  6.29  -2.77  -0.505
O  -6.99  5.40  -1.23  -0.308
C  -7.32  4.12  -1.65  -0.224
C  -7.43  4.14  -3.17  -0.306
O  -7.42  5.53  -3.53  -0.359
H  -6.59  3.40  -1.29  0.260
H  -8.25  3.70  -1.26  0.268
H  -8.27  3.57  -3.55  0.310
H  -6.44  3.81  -3.49  0.283
O  6.00  -1.93  -7.63  -0.542
S  6.33  -1.04  -6.46  1.102
O  7.60  -1.20  -5.71  -0.505
O  6.05  0.51  -6.81  -0.339
C  4.63  0.77  -7.04  -0.231
C  4.06  -0.15  -5.98  -0.286
O  5.06  -0.97  -5.48  -0.298
H  4.36  1.77  -6.69  0.251
H  4.34  0.66  -8.08  0.273
H  3.35  -0.80  -6.50  0.251
H  3.52  0.36  -5.18  0.322
O  -2.47  1.40  -5.72  -0.512
S  -2.52  0.91  -7.10  1.064
O  -2.36  -0.56  -7.20  -0.515
O  -3.70  1.51  -8.10  -0.314
C  -3.25  2.59  -8.91  -0.229
C  -1.90  2.94  -8.38  -0.373
O  -1.37  1.70  -7.96  -0.300
H  -3.20  2.32  -9.96  0.273
H  -3.93  3.45  -8.93  0.294
H  -2.00  3.70  -7.60  0.276
H  -1.23  3.49  -9.05  0.334
C  7.20  0.53  0.36  -0.910
N  8.61  0.90  0.13  0.070
C  8.79  1.98  -0.86  -0.876
C  9.61  0.41  0.90  0.136
O  9.54  -0.50  1.70  -0.569
H  6.82  -0.47  0.61  0.306
H  6.72  0.78  -0.59  0.280
H  6.72  1.27  1.00  0.330
H  9.79  2.21  -1.24  0.325
H  8.25  1.70  -1.76  0.289
H  8.40  2.93  -0.49  0.344
H  10.55  0.88  0.58  0.277

=====

# 2
Computed, not measured: a structure of composition C16H16HgNO6S, with wB97M-V/def2-TZVPD.

Its frontier orbital gap (spin up / spin down) is 3.808 / 6.941 eV. Its LUMO energy (spin up / spin down) is 4.53 / 4.49 eV. The value obtained for the total energy is -1677.1111 hartree. As for the HOMO energy (spin up / spin down): 0.726 / -2.447 eV. The energy above the lowest of the compared OMol25 structures with the same formula, charge and spin comes out at 0.000 eV. Its charge is -2. As for the expectation value of S²: 0.77. Its multiplicity is 2.

Last column: Mulliken spin population.
Cartesian coordinates (Å):
Hg  -1.02  -1.49  0.54  0.055
O  -3.85  -2.67  -0.09  -0.002
C  -3.52  -4.04  0.04  -0.001
C  -2.30  -4.30  0.91  0.007
N  -1.01  -3.74  0.42  -0.008
C  -0.68  -4.24  -0.93  0.000
C  -1.44  -3.59  -2.11  0.004
O  -1.48  -4.28  -3.14  0.000
O  -1.91  -2.44  -1.91  0.002
C  0.04  -4.19  1.37  -0.002
C  -0.19  -3.65  2.80  0.000
O  0.06  -4.43  3.73  0.000
O  -0.60  -2.46  2.85  0.000
H  -3.29  -2.35  -0.83  0.002
H  -4.36  -4.53  0.54  0.000
H  -3.41  -4.51  -0.94  0.000
H  -2.47  -3.88  1.90  0.000
H  -2.18  -5.39  1.01  -0.003
H  0.38  -4.03  -1.10  0.004
H  -0.82  -5.32  -0.97  0.001
H  0.07  -5.28  1.40  0.000
H  1.00  -3.82  1.01  0.009
C  4.15  5.21  -0.96  0.041
C  3.76  6.65  -0.76  0.022
O  4.57  7.55  -0.73  0.009
S  2.02  7.00  -0.58  0.027
C  1.25  5.46  -0.32  0.253
C  1.30  4.82  0.95  0.023
C  0.79  3.57  1.14  0.061
C  0.15  2.85  0.08  0.199
C  0.12  3.49  -1.20  0.078
C  0.65  4.74  -1.39  0.016
C  -0.40  1.58  0.28  -0.112
C  -0.98  0.51  0.48  0.263
H  5.24  5.15  -1.03  -0.010
H  3.68  4.82  -1.86  -0.002
H  3.79  4.59  -0.13  -0.001
H  1.77  5.34  1.78  0.019
H  0.84  3.11  2.12  0.015
H  -0.33  2.97  -2.03  0.014
H  0.62  5.19  -2.38  0.014

=====

# 3
Computed, not measured: a cluster of 6 separate species, C20H42NO11S4 in total in a non-equilibrium geometry, with wB97M-V/def2-TZVPD.

Its frontier orbital gap is 10.048 eV. Its LUMO energy is -1.99 eV. The value obtained for the total energy is -3261.6968 hartree. As for the HOMO energy: -12.034 eV. The energy above the lowest of the compared OMol25 structures with the same formula, charge and spin comes out at 7.706 eV. Its charge is +1.

Last column: Mulliken charge in e.
Cartesian coordinates (Å):
N  1.27  -0.31  -1.64  -0.092
H  1.79  -0.10  -2.25  0.323
H  1.23  0.29  -0.78  0.136
H  1.60  -1.09  -1.30  0.326
H  0.28  -0.48  -2.04  0.248
C  -0.23  -7.07  -4.23  -1.781
C  -1.03  -5.89  -4.51  0.566
C  -2.10  -5.64  -3.48  -0.423
O  -1.36  -4.67  -2.66  -0.223
C  -0.42  -4.16  -3.34  0.566
O  0.23  -3.21  -2.87  -0.598
O  -0.17  -4.83  -4.46  -0.303
H  0.50  -7.18  -4.97  0.440
H  -0.62  -7.87  -4.36  0.698
H  0.29  -6.99  -3.20  0.244
H  -1.47  -6.17  -5.62  0.222
H  -2.65  -6.52  -3.02  0.327
H  -3.02  -5.14  -3.97  0.258
C  5.92  3.16  0.89  -0.416
C  5.25  3.45  2.16  -0.565
C  3.94  4.19  1.79  -1.170
S  3.30  3.38  0.38  1.111
O  2.85  4.36  -0.59  -0.746
O  2.45  2.24  0.72  -0.344
C  4.83  2.71  -0.15  -0.998
H  6.75  2.26  1.20  0.257
H  6.29  4.16  0.53  0.286
H  5.89  3.93  2.82  0.474
H  4.95  2.59  2.95  0.142
H  4.04  5.14  1.47  0.550
H  3.22  4.26  2.54  0.576
H  5.34  3.04  -1.07  0.339
H  4.76  1.71  -0.25  0.519
C  -5.51  -1.57  -0.13  -0.736
C  -4.59  -2.82  -0.06  -0.804
C  -3.25  -2.30  0.48  -0.520
S  -2.90  -0.74  -0.31  1.237
O  -2.17  -1.02  -1.48  -0.709
O  -2.50  0.19  0.67  -0.613
C  -4.63  -0.43  -0.81  -0.699
H  -5.68  -1.46  0.86  0.359
H  -6.30  -1.58  -0.79  0.408
H  -4.52  -3.37  -0.93  0.309
H  -5.07  -3.42  0.63  0.437
H  -2.36  -3.02  0.19  0.251
H  -3.19  -1.89  1.49  0.392
H  -4.72  -0.32  -1.98  0.334
H  -4.67  0.63  -0.46  0.322
C  1.46  0.14  3.48  -0.681
C  2.61  -0.69  2.79  -0.096
C  2.31  -2.10  2.65  -1.362
S  0.63  -2.07  2.16  1.187
O  0.08  -3.15  2.85  -0.722
O  0.67  -2.02  0.71  -0.505
C  0.20  -0.47  2.78  0.224
H  1.33  1.23  3.25  0.153
H  1.55  0.37  4.59  0.288
H  3.48  -0.48  3.32  0.734
H  2.93  -0.28  1.77  -0.237
H  2.29  -2.49  3.69  0.297
H  3.02  -2.48  2.18  0.774
H  -0.58  -0.65  3.55  0.348
H  -0.10  0.37  2.19  -0.335
C  -2.38  4.69  1.25  -2.193
C  -1.65  5.61  0.24  -0.614
C  -0.49  4.75  -0.49  -0.764
S  -1.24  3.14  -0.54  0.929
O  -0.31  2.13  -0.58  -0.360
O  -2.38  3.08  -1.47  -0.720
C  -1.87  3.20  1.16  -0.439
H  -3.30  4.69  1.37  0.892
H  -2.25  5.14  2.04  0.975
H  -1.21  6.55  0.37  0.566
H  -2.40  5.63  -0.69  0.226
H  0.27  4.88  -0.03  0.461
H  -0.43  5.10  -1.66  0.294
H  -1.15  2.98  1.75  0.667
H  -2.89  2.74  1.28  0.097

=====

Q: What is the formula in the first record?
A: C19H45N7O33S5